No. 1
Below is 2 unconnected molecules or ions with the total composition C5H8O2, with properties calculated with wB97M-V/def2-TZVPD.

Its highest occupied orbital energy is -8.49 eV. Its strongest force on any atom is 0.909 eV/A. As for the relative energy (zero: lowest compared OMol25 entry of this formula, charge and spin): 63.4 kcal/mol. As for the SMILES: CC(O)=C=O.C=C.

```
15
C5H8O2 | OMol25 | wB97M-V/def2-TZVPD
C -2.44 -0.49 -1.06
C -1.10 -0.21 -0.45
O -0.98 0.87 0.41
C 1.80 0.71 1.55
C 2.57 0.19 0.60
C -0.08 -1.03 -0.67
O 0.75 -1.81 -0.93
H -3.20 -0.53 -0.27
H -2.73 0.28 -1.78
H -2.45 -1.46 -1.57
H -0.83 1.67 -0.12
H 1.49 1.75 1.54
H 1.43 0.11 2.38
H 2.92 0.79 -0.24
H 2.86 -0.85 0.60
```

No. 2
Below is a molecular structure, C2H5F3N3OP, with properties calculated with wB97M-V/def2-TZVPD.

Its highest occupied orbital energy is -9.62 eV. Its strongest force on any atom is 2.851 eV/A. As for the relative energy (zero: lowest compared OMol25 entry of this formula, charge and spin): 0.0 kcal/mol.

```
15
C2H5F3N3OP | OMol25 | wB97M-V/def2-TZVPD
C -0.61 -0.14 -0.67
C -1.99 0.24 -0.20
N 2.45 -0.52 -0.91
N -0.25 -1.44 -0.22
N 2.08 0.91 1.56
O 0.23 0.84 -0.17
F -2.78 -0.77 0.10
F -1.94 0.93 0.89
F -2.53 1.03 -1.15
P 1.68 0.16 0.16
H -0.59 -0.02 -1.73
H -0.90 -2.08 -0.59
H 0.66 -1.55 -0.70
H 3.08 0.88 1.68
H 1.42 1.53 1.97
```

No. 3
Below is 13 unconnected molecules or ions with the total composition C26H52Cl26, with properties calculated with wB97M-V/def2-TZVPD.

Its highest occupied orbital energy is -10.37 eV. Its strongest force on any atom is 2.379 eV/A. As for the relative energy (zero: lowest compared OMol25 entry of this formula, charge and spin): 37.6 kcal/mol.

```
104
C26H52Cl26 | OMol25 | wB97M-V/def2-TZVPD
Cl 6.78 -2.89 3.55
C 5.20 -2.99 4.36
C 4.09 -2.71 3.33
Cl 4.10 -3.84 1.96
H 5.28 -2.29 5.20
H 5.07 -3.94 4.88
H 4.16 -1.70 2.94
H 3.09 -2.80 3.75
Cl -1.08 3.16 -2.83
C -1.83 2.00 -4.07
C -3.13 2.58 -4.49
Cl -2.84 3.91 -5.60
H -1.96 0.99 -3.67
H -1.16 1.95 -4.93
H -3.75 2.82 -3.62
H -3.72 1.84 -5.03
Cl -4.68 -2.75 -0.51
C -6.38 -2.71 -0.99
C -7.02 -4.06 -1.08
Cl -6.20 -5.11 -2.19
H -6.44 -2.13 -1.91
H -6.87 -2.07 -0.26
H -8.03 -4.01 -1.47
H -7.15 -4.52 -0.10
Cl 2.65 -2.66 -6.80
C 2.07 -1.00 -6.83
C 0.87 -0.76 -7.82
Cl 0.38 0.96 -8.03
H 2.91 -0.43 -7.22
H 1.90 -0.81 -5.77
H -0.09 -1.18 -7.50
H 1.10 -0.88 -8.88
Cl 0.70 7.30 3.36
C -0.42 6.42 2.22
C 0.37 5.62 1.22
Cl 1.17 4.23 1.95
H -1.08 7.17 1.78
H -1.21 5.81 2.65
H 1.11 6.23 0.70
H -0.30 5.22 0.45
Cl -3.16 2.94 -0.30
C -4.07 1.75 0.62
C -5.32 1.22 -0.22
Cl -5.03 0.62 -1.87
H -4.47 2.32 1.46
H -3.56 0.89 1.06
H -6.13 1.94 -0.27
H -5.80 0.33 0.21
Cl 6.08 0.52 2.67
C 7.70 0.87 3.36
C 7.91 0.24 4.71
Cl 6.54 0.34 5.87
H 7.84 1.95 3.39
H 8.35 0.58 2.53
H 8.75 0.70 5.23
H 8.14 -0.82 4.71
Cl -1.53 -1.58 -5.20
C -2.51 -2.70 -4.23
C -3.76 -1.94 -3.87
Cl -4.88 -1.74 -5.16
H -1.91 -2.98 -3.37
H -2.64 -3.61 -4.82
H -3.54 -0.98 -3.40
H -4.21 -2.61 -3.14
Cl 0.82 -3.64 0.43
C 1.59 -4.04 -1.14
C 2.67 -3.05 -1.39
Cl 3.76 -3.42 -2.78
H 0.80 -3.98 -1.88
H 1.92 -5.07 -1.00
H 3.35 -3.02 -0.54
H 2.27 -2.07 -1.64
Cl 2.41 0.58 0.28
C 1.06 0.56 -0.86
C -0.17 0.40 0.02
Cl -1.60 -0.25 -0.86
H 1.32 -0.32 -1.44
H 1.06 1.46 -1.49
H -0.46 1.35 0.46
H -0.04 -0.43 0.72
Cl 7.07 5.78 -0.35
C 6.70 4.35 0.70
C 5.34 3.72 0.40
Cl 5.23 2.98 -1.19
H 6.55 4.81 1.68
H 7.55 3.66 0.68
H 4.52 4.42 0.59
H 5.20 2.86 1.07
Cl -1.81 1.96 6.67
C -2.19 0.91 5.26
C -0.95 1.06 4.31
Cl -1.44 0.00 3.04
H -3.13 1.19 4.80
H -2.27 -0.11 5.62
H -0.01 0.70 4.74
H -0.75 2.06 3.95
Cl -4.55 -1.24 2.38
C -3.86 -2.81 2.88
C -4.14 -3.27 4.33
Cl -5.91 -3.15 4.65
H -2.78 -2.75 2.75
H -4.14 -3.51 2.09
H -3.62 -2.62 5.03
H -3.81 -4.31 4.36
```

No. 4
Below is a single C20H21NO2S molecule, with properties calculated with wB97M-V/def2-TZVPD.

Its highest occupied orbital energy is -8.61 eV. Its strongest force on any atom is 1.154 eV/A. As for the relative energy (zero: lowest compared OMol25 entry of this formula, charge and spin): 16.0 kcal/mol. As for the SMILES: CC(=O)N(CC[C@H](c1ccccc1)c1ccco1)Cc1cccs1.

```
45
C20H21NO2S | OMol25 | wB97M-V/def2-TZVPD
C 2.99 3.21 0.46
C 1.89 3.29 -0.57
O 1.68 4.31 -1.20
N 1.15 2.17 -0.76
C 1.28 0.94 -0.02
H 1.04 0.12 -0.70
H 2.31 0.81 0.31
C 0.33 0.86 1.18
H 0.69 1.49 1.99
H -0.66 1.22 0.89
C 0.20 -0.59 1.67
C -0.61 -0.65 2.93
C -0.44 -1.40 4.06
C -1.51 -1.07 4.92
C -2.25 -0.15 4.26
O -1.72 0.11 3.05
H -3.15 0.38 4.52
H -1.70 -1.47 5.90
H 0.35 -2.10 4.25
C -0.43 -1.45 0.59
C 0.34 -2.37 -0.10
C -0.22 -3.13 -1.11
C -1.56 -2.99 -1.43
C -2.33 -2.07 -0.74
C -1.77 -1.31 0.26
H -2.38 -0.59 0.80
H -3.38 -1.96 -0.98
H -2.00 -3.59 -2.22
H 0.39 -3.84 -1.65
H 1.38 -2.50 0.15
H 1.19 -0.98 1.90
C 0.07 2.22 -1.73
C 0.13 1.08 -2.70
C -0.85 0.18 -2.99
C -0.44 -0.78 -3.95
C 0.84 -0.60 -4.36
S 1.57 0.76 -3.60
H 1.40 -1.18 -5.06
H -1.08 -1.57 -4.30
H -1.82 0.19 -2.54
H 0.17 3.18 -2.25
H -0.91 2.19 -1.23
H 2.61 2.91 1.43
H 3.76 2.50 0.14
H 3.45 4.19 0.54
```

No. 5
Below is a single C34H43N3O5 molecule, with properties calculated with wB97M-V/def2-TZVPD.

Its highest occupied orbital energy is -7.90 eV. Its strongest force on any atom is 5.118 eV/A. As for the relative energy (zero: lowest compared OMol25 entry of this formula, charge and spin): 0.0 kcal/mol. As for the SMILES: CCCCC(C(=O)OCC)(C(=O)OCC)[C@H](/C=C/N1[C@H](Cc2ccccc2)C(=O)N(C)C1(C)C)c1ccc(C#N)cc1.

```
85
C34H43N3O5 | OMol25 | wB97M-V/def2-TZVPD
C -0.72 -0.87 -4.88
C -0.89 0.30 -3.93
C -1.33 -0.10 -2.51
C -1.91 1.10 -1.79
C -1.95 1.14 -0.21
C -3.21 2.00 0.09
O -4.08 1.71 0.88
O -3.24 3.11 -0.67
C -4.25 4.06 -0.28
C -4.50 4.97 -1.45
C -2.37 -0.15 0.51
O -2.09 -0.38 1.68
O -3.08 -1.03 -0.20
C -3.39 -2.16 0.65
C -4.20 -3.17 -0.11
H -0.08 -0.58 -5.72
H -0.27 -1.73 -4.37
H -1.68 -1.18 -5.29
H 0.06 0.84 -3.84
H -1.60 1.03 -4.35
H -2.10 -0.89 -2.55
H -0.48 -0.52 -1.95
H -1.39 2.01 -2.12
H -2.94 1.21 -2.16
H -5.15 3.51 0.00
H -3.86 4.62 0.58
H -5.10 5.81 -1.11
H -3.57 5.37 -1.89
H -5.06 4.45 -2.24
H -2.45 -2.60 1.00
H -3.95 -1.77 1.51
H -4.31 -4.03 0.54
H -5.20 -2.81 -0.34
H -3.72 -3.52 -1.02
C 4.21 -2.15 3.36
N 3.43 -1.83 2.18
C 3.87 -2.20 0.94
O 4.84 -2.92 0.71
C 2.93 -1.55 -0.09
C 2.32 -2.55 -1.07
C 3.34 -3.31 -1.89
C 3.20 -4.69 -2.04
C 4.18 -5.43 -2.72
C 5.28 -4.77 -3.29
C 5.38 -3.37 -3.19
C 4.40 -2.64 -2.51
N 1.97 -0.87 0.77
C 0.98 -0.08 0.25
C 0.25 0.82 0.96
C -0.81 1.74 0.39
C -1.19 2.78 1.49
C -1.01 4.14 1.24
C -1.34 5.08 2.22
C -1.83 4.65 3.46
C -2.19 5.64 4.44
N -2.49 6.49 5.20
C -1.98 3.29 3.73
C -1.65 2.36 2.73
C 2.43 -0.78 2.17
C 1.31 -1.11 3.18
C 3.07 0.58 2.45
H 4.82 -3.02 3.16
H 4.86 -1.32 3.66
H 3.53 -2.37 4.19
H 3.51 -0.78 -0.64
H 1.70 -3.26 -0.50
H 1.65 -1.99 -1.74
H 2.34 -5.19 -1.59
H 4.09 -6.51 -2.79
H 6.05 -5.34 -3.81
H 6.23 -2.85 -3.64
H 4.47 -1.56 -2.43
H 0.78 -0.23 -0.81
H 0.51 1.01 2.00
H -0.33 2.35 -0.38
H -0.62 4.47 0.28
H -1.22 6.15 2.03
H -2.35 2.93 4.69
H -1.75 1.29 2.93
H 1.07 -2.18 3.11
H 1.66 -0.87 4.19
H 0.39 -0.55 2.98
H 4.04 0.64 1.93
H 2.44 1.40 2.10
H 3.24 0.68 3.53
```

No. 6
Below is 3 unconnected molecules or ions with the total composition C22H34N2O9, with properties calculated with wB97M-V/def2-TZVPD.

Its highest occupied orbital energy is -8.81 eV. Its strongest force on any atom is 0.972 eV/A. As for the relative energy (zero: lowest compared OMol25 entry of this formula, charge and spin): 14.1 kcal/mol. As for the SMILES: CNCc1c(COCOCCO)ccc2c1C(=O)NC2=O.CCOC(C)=O.CCOC(C)=O.

```
67
C22H34N2O9 | OMol25 | wB97M-V/def2-TZVPD
C 4.40 3.16 -0.12
N 3.86 3.53 -1.43
C 3.46 2.40 -2.27
C 2.89 1.16 -1.61
C 1.66 1.14 -0.91
C 0.86 2.41 -0.76
O -0.54 2.22 -0.80
C -1.01 1.88 -2.08
O -2.29 1.36 -1.99
C -2.37 0.15 -1.27
C -3.79 -0.41 -1.38
O -4.27 -0.83 -0.09
C 1.15 -0.03 -0.36
C 1.82 -1.25 -0.49
C 3.03 -1.24 -1.18
C 3.55 -0.07 -1.71
C 4.87 -0.43 -2.34
O 5.77 0.28 -2.62
N 4.91 -1.88 -2.47
C 3.95 -2.36 -1.48
O 3.98 -3.45 -1.01
H 3.65 2.85 0.61
H 5.14 2.38 -0.23
H 4.91 4.03 0.30
H 3.04 4.11 -1.27
H 4.34 2.09 -2.83
H 2.74 2.76 -3.00
H 1.07 2.80 0.24
H 1.17 3.18 -1.47
H -1.09 2.78 -2.70
H -0.35 1.16 -2.57
H -2.16 0.28 -0.21
H -1.66 -0.58 -1.66
H -4.45 0.36 -1.76
H -3.80 -1.31 -1.99
H -4.60 -0.04 0.34
H 0.21 -0.03 0.17
H 1.42 -2.17 -0.09
H 4.42 -2.05 -3.36
O 3.16 0.64 1.84
C 3.91 0.26 2.69
O 4.55 1.18 3.44
C 5.35 0.84 4.57
C 6.77 0.48 4.17
C 4.22 -1.21 2.88
H 4.88 0.06 5.16
H 5.36 1.74 5.19
H 6.80 -0.41 3.54
H 7.38 0.29 5.06
H 7.22 1.30 3.61
H 4.98 -1.50 2.16
H 3.31 -1.77 2.67
H 4.55 -1.47 3.88
O -7.77 0.26 -0.90
C -8.11 -0.87 -0.69
O -9.41 -1.10 -0.38
C -9.95 -2.42 -0.27
C -9.73 -3.01 1.11
C -7.13 -2.01 -0.69
H -9.58 -3.06 -1.06
H -11.02 -2.29 -0.45
H -8.67 -3.13 1.32
H -10.21 -3.98 1.18
H -10.15 -2.35 1.87
H -6.63 -2.04 0.28
H -6.38 -1.81 -1.45
H -7.56 -2.98 -0.90
```

No. 7
Below is 6 unconnected molecules or ions with the total composition C40H80ClF3N5O7, with properties calculated with wB97M-V/def2-TZVPD.

As for the net charge: +1. Its highest occupied orbital energy is -10.87 eV. Its strongest force on any atom is 6.707 eV/A. As for the relative energy (zero: lowest compared OMol25 entry of this formula, charge and spin): 118.1 kcal/mol.

```
136
C40H80ClF3N5O7 | OMol25 | wB97M-V/def2-TZVPD
C 2.27 3.29 2.65
C 2.87 2.62 1.34
O 2.70 1.16 1.49
C 2.38 3.15 -0.07
C 0.76 3.15 -0.35
C 0.75 2.98 -1.98
F 1.08 1.66 -2.40
F 1.75 3.84 -2.56
F -0.46 3.33 -2.61
N 0.10 1.96 0.28
C -1.39 1.84 0.19
C -1.99 1.02 -1.04
C -1.22 -0.29 -1.55
N -1.20 -0.38 -3.07
C -1.79 0.96 1.52
C -0.91 -0.38 1.73
C -1.83 -1.74 1.84
Cl -1.13 -3.08 0.75
C -2.13 3.29 0.38
O -2.72 3.81 -0.85
C -3.41 5.02 -0.65
N -3.75 6.17 -0.40
C -3.38 3.24 1.40
C -4.73 2.54 1.07
C -5.86 2.54 2.10
N -5.93 3.06 3.42
C -4.66 3.65 3.70
C -3.41 3.81 2.84
N -1.14 4.21 0.98
C 0.02 4.51 0.03
C 0.86 5.65 0.77
H 2.73 4.36 2.74
H 1.14 3.44 2.68
H 2.61 2.75 3.62
H 4.02 2.77 1.38
H 2.33 1.00 2.39
H 2.84 2.40 -0.84
H 2.87 4.14 -0.33
H 0.65 1.13 0.00
H 0.27 2.06 1.32
H -3.04 0.65 -0.69
H -2.22 1.63 -1.99
H -0.15 -0.43 -1.20
H -1.82 -1.22 -1.21
H -0.36 -0.96 -3.27
H -1.00 0.56 -3.46
H -1.59 1.57 2.49
H -2.88 0.59 1.46
H -0.13 -0.61 0.93
H -0.34 -0.33 2.74
H -2.93 -1.56 1.63
H -1.73 -2.16 2.91
H -4.87 2.03 0.05
H -6.84 2.04 1.75
H -4.58 4.07 4.78
H -2.49 4.35 3.26
H -1.54 5.08 1.35
H -0.48 5.06 -0.86
H 1.87 5.92 0.29
H 0.23 6.62 0.64
H 0.92 5.54 1.92
C 0.20 8.98 -3.09
C 1.06 9.11 -1.84
O 2.17 8.22 -1.82
C 3.11 8.35 -2.88
C 3.76 9.72 -2.95
H -0.17 7.96 -3.19
H -0.65 9.66 -3.03
H 0.76 9.22 -4.00
H 0.45 8.87 -0.97
H 1.41 10.14 -1.71
H 2.64 8.09 -3.84
H 3.89 7.60 -2.71
H 3.03 10.51 -3.13
H 4.50 9.75 -3.76
H 4.26 9.95 -2.01
C -0.39 -1.09 7.30
C -0.62 0.23 6.58
O -1.38 0.10 5.39
C -2.69 -0.44 5.51
C -3.60 0.37 6.42
H 0.13 -1.80 6.63
H 0.23 -0.94 8.19
H -1.32 -1.56 7.61
H 0.34 0.65 6.30
H -1.09 0.95 7.25
H -2.63 -1.48 5.85
H -3.12 -0.46 4.51
H -3.22 0.42 7.44
H -4.60 -0.07 6.45
H -3.68 1.40 6.05
C -0.82 -9.04 3.02
C -1.95 -8.03 3.05
O -1.60 -6.76 2.52
C -1.18 -6.74 1.16
C -2.23 -7.25 0.19
H 0.05 -8.66 3.57
H -1.14 -9.98 3.47
H -0.49 -9.25 2.00
H -2.25 -7.86 4.09
H -2.84 -8.42 2.54
H -0.24 -7.29 1.05
H -0.95 -5.70 0.92
H -2.49 -8.29 0.38
H -1.87 -7.17 -0.84
H -3.15 -6.66 0.28
C 2.74 -0.19 -4.90
C 2.79 -1.68 -4.59
O 1.76 -2.43 -5.22
C 1.74 -2.39 -6.64
C 3.01 -2.92 -7.29
H 1.77 0.23 -4.61
H 3.53 0.34 -4.37
H 2.87 0.01 -5.97
H 2.66 -1.82 -3.51
H 3.77 -2.10 -4.84
H 1.51 -1.38 -6.99
H 0.90 -3.02 -6.96
H 3.88 -2.33 -7.02
H 2.92 -2.91 -8.38
H 3.20 -3.95 -6.97
C 2.49 -6.95 -1.22
C 2.54 -8.44 -0.92
O 1.52 -9.19 -1.56
C 1.49 -9.14 -2.98
C 2.77 -9.66 -3.62
H 1.52 -6.54 -0.92
H 3.27 -6.42 -0.67
H 2.62 -6.75 -2.28
H 2.41 -8.59 0.16
H 3.52 -8.86 -1.17
H 1.26 -8.13 -3.32
H 0.65 -9.77 -3.30
H 3.64 -9.07 -3.35
H 2.68 -9.64 -4.71
H 2.96 -10.69 -3.31
```